[1]
Computed, not measured: a molecular structure, C24H43F5OP2TeY in a non-equilibrium geometry, with ωB97M-V/def2-TZVPD.

Each line ends with the Mulliken charge.
Element x y z (Å)
Y (-0.3957, 0.1546, 0.1608)  0.328
C (-0.8017, -2.1403, 1.0522)  0.077
C (0.5468, -2.1693, 0.5507)  0.976
C (0.4998, -0.7671, 2.3947)  0.889
C (-0.8227, -1.2812, 2.1969)  0.810
C (1.3439, -1.2977, 1.3670)  0.434
C (-1.9697, -2.8958, 0.5209)  -1.622
H (-1.7881, -3.2856, -0.4860)  0.317
H (-2.8582, -2.2550, 0.4543)  0.369
H (-2.2187, -3.7355, 1.1853)  0.351
C (-1.9510, -1.0432, 3.1297)  -1.496
H (-2.9058, -1.3468, 2.6894)  0.375
H (-2.0151, 0.0201, 3.3877)  0.178
H (-1.8163, -1.6074, 4.0648)  0.330
C (0.9017, 0.0561, 3.5580)  -1.463
H (0.9025, -0.5587, 4.4728)  0.315
H (0.1964, 0.8839, 3.7141)  0.118
H (1.9072, 0.4747, 3.4340)  0.374
C (2.8086, -1.0710, 1.2661)  -1.667
H (3.3272, -1.6558, 2.0390)  0.388
H (3.0626, -0.0140, 1.4267)  0.316
H (3.2074, -1.3648, 0.2895)  0.334
C (1.0457, -3.0078, -0.5718)  -1.612
H (1.4485, -3.9630, -0.2017)  0.295
H (1.8483, -2.5040, -1.1292)  0.335
H (0.2496, -3.2349, -1.2946)  0.330
C (-2.0797, 0.9456, -6.6588)  0.010
C (-1.9988, -0.3871, -6.7942)  -0.852
C (-1.1168, -1.1295, -7.7485)  -0.726
C (0.2566, -0.4823, -8.0745)  -1.024
C (1.0048, 0.0682, -6.8991)  -0.074
C (0.9568, 1.3276, -6.4426)  -0.625
C (0.0236, 2.4135, -6.8898)  -0.459
C (-1.3342, 1.9523, -7.4788)  -1.100
H (-1.6416, -1.2947, -8.7049)  0.343
H (0.1317, 0.2672, -8.8672)  0.358
H (-0.9320, -2.1330, -7.3339)  0.318
H (-1.1888, 1.6144, -8.5134)  0.333
H (-2.8121, 1.3830, -5.9666)  0.507
H (-2.6983, -1.0297, -6.2421)  0.765
H (-1.9715, 2.8526, -7.5332)  0.431
H (-0.1773, 3.0672, -6.0261)  0.279
H (1.7074, 1.6564, -5.7128)  0.499
H (0.5174, 3.0563, -7.6383)  0.429
H (0.8830, -1.2856, -8.4986)  0.395
H (1.7024, -0.6459, -6.4449)  0.406
P (-1.2152, 0.1752, -2.5075)  1.404
P (1.5703, 1.5474, -1.3685)  1.019
C (-0.3222, 1.4472, -3.5280)  -0.075
C (0.6655, 2.3534, -2.7787)  -1.155
H (-1.0934, 2.0476, -4.0332)  0.607
H (0.2053, 0.8851, -4.3130)  -0.606
H (1.4329, 2.7356, -3.4673)  0.529
H (0.1345, 3.2234, -2.3570)  0.373
C (2.2416, 2.9406, -0.4154)  -1.173
H (3.0537, 2.5700, 0.2227)  0.400
H (1.4735, 3.3772, 0.2371)  0.178
H (2.6392, 3.7094, -1.0878)  0.448
C (3.0058, 0.7542, -2.1570)  -1.499
H (3.4827, 1.4387, -2.8741)  0.439
H (2.6802, -0.1565, -2.6777)  0.341
H (3.7268, 0.4726, -1.3778)  0.410
C (-2.9388, 0.7994, -2.5231)  -1.334
H (-3.5920, 0.0561, -2.0429)  0.429
H (-3.2880, 0.9770, -3.5501)  0.317
H (-2.9988, 1.7338, -1.9394)  0.382
C (-1.2718, -1.2862, -3.5929)  -0.604
H (-0.3023, -1.7996, -3.5827)  0.351
H (-1.5004, -0.9987, -4.6284)  -0.550
H (-2.0376, -1.9890, -3.2408)  0.521
F (-1.7410, 4.2123, 0.2745)  -0.413
Te (-1.6004, 3.3734, 1.9898)  2.045
F (-3.3529, 2.6543, 1.8365)  -0.430
F (-2.2257, 4.9163, 2.9669)  -0.350
F (0.2168, 3.9240, 2.1616)  -0.432
F (-1.4181, 2.4419, 3.6477)  -0.436
O (-0.9745, 1.8440, 1.1504)  -0.727

Forces on the atoms, in the same order (eV/Å):
Y 0.3 -0.2 0.5
C 1.2 0.2 0.4
C -0.5 0.4 0.7
C -0.5 -1.0 -0.8
C 1.2 -0.4 -0.3
C -1.2 -0.2 0.1
C -0.4 -0.2 -0.1
H 0.0 -0.1 0.2
H 0.0 -0.2 0.1
H 0.0 0.1 -0.3
C -0.5 0.2 0.2
H 0.1 0.0 0.1
H -0.1 -0.2 0.1
H 0.0 0.1 -0.2
C 0.1 0.5 0.4
H 0.0 0.2 -0.2
H 0.3 -0.2 0.1
H -0.2 -0.1 0.1
C 0.5 0.1 0.1
H 0.0 0.2 -0.2
H 0.0 -0.2 0.0
H 0.0 0.0 0.2
C 0.2 -0.2 -0.5
H -0.1 0.2 -0.2
H -0.1 -0.2 0.1
H 0.2 0.0 0.2
C -0.3 -0.7 0.0
C -0.6 0.6 -0.1
C 0.5 -0.3 -0.2
C -0.3 -0.5 -0.4
C 0.4 0.4 0.3
C 0.5 -0.5 -0.3
C -0.2 0.2 -0.2
C 0.1 0.7 -0.2
H 0.0 0.0 0.3
H 0.2 -0.2 0.3
H -0.1 0.2 -0.1
H -0.2 0.1 0.4
H 0.2 -0.4 -0.1
H 0.2 0.4 -0.1
H 0.3 -0.3 -0.1
H 0.1 -0.1 -0.2
H -0.3 -0.3 -0.1
H -0.1 -0.1 0.2
H -0.2 0.3 0.0
H -0.1 0.4 0.0
P -0.6 0.3 -1.0
P -0.1 0.1 -0.1
C 0.1 -0.4 0.0
C 0.0 0.2 0.4
H 0.3 -0.2 0.1
H -0.2 0.1 0.3
H -0.2 0.1 0.1
H 0.2 -0.2 0.0
C 0.2 0.2 0.0
H -0.1 0.1 -0.1
H 0.2 -0.1 -0.3
H 0.0 -0.1 0.2
C 0.1 0.0 -0.1
H -0.1 -0.2 0.2
H 0.1 0.2 0.1
H -0.2 0.0 -0.2
C -0.2 0.0 0.2
H 0.1 0.2 -0.2
H 0.1 0.0 0.3
H 0.0 -0.3 -0.3
C 0.0 -0.2 -0.2
H -0.2 0.1 0.0
H 0.1 0.0 0.4
H 0.2 0.1 0.0
F -0.1 -0.2 1.7
Te 0.3 -1.0 0.6
F 1.0 1.1 0.2
F 0.8 -1.9 -1.6
F -1.5 0.2 0.0
F -0.4 1.2 -1.0
O -0.6 1.5 0.3

Properties
orbital gap = 6.393 eV
total charge = +1

---

[2]
Computed, not measured: a molecular structure, C24H43IP2Ru in a non-equilibrium geometry, with ωB97M-V/def2-TZVPD.

Each line ends with the Mulliken charge.
Element x y z (Å)
Ru (0.8545, 4.1962, -1.2229)  -0.287
C (1.7999, -0.1397, 0.6492)  1.336
C (1.0747, 0.4876, 1.7109)  0.566
C (-0.1690, -1.2897, 0.9417)  0.916
C (1.0590, -1.2655, 0.2196)  0.249
C (-0.1699, -0.2002, 1.8486)  0.760
C (3.1878, 0.1336, 0.2201)  -2.173
H (3.4966, 1.1178, 0.5780)  0.548
H (3.2548, 0.1339, -0.8806)  0.404
H (3.9131, -0.6100, 0.6076)  0.430
C (1.5749, -2.3687, -0.6111)  -1.426
H (2.5118, -2.0856, -1.0838)  0.410
H (0.8993, -2.7182, -1.3983)  0.298
H (1.7680, -3.2150, 0.0617)  0.388
C (-1.1209, -2.4191, 0.9086)  -1.826
H (-0.6772, -3.2504, 1.4716)  0.427
H (-1.3397, -2.7956, -0.0968)  0.352
H (-2.0665, -2.1656, 1.3910)  0.458
C (-1.1502, 0.0449, 2.9290)  -1.647
H (-0.9454, -0.5979, 3.8037)  0.387
H (-2.1718, -0.1582, 2.6123)  0.415
H (-1.0994, 1.0845, 3.2435)  0.361
C (1.5668, 1.5548, 2.6292)  -1.582
H (1.9615, 1.1733, 3.5994)  0.355
H (0.7533, 2.2558, 2.8762)  0.307
H (2.3935, 2.1151, 2.1815)  0.346
C (0.9625, 5.3436, -2.8934)  0.315
C (2.1300, 5.4167, -2.0858)  -1.272
C (2.3870, 6.3462, -0.9477)  -0.667
C (1.1710, 6.5940, -0.0107)  -1.292
C (0.2499, 5.4607, 0.1709)  0.023
C (-0.9099, 5.2783, -0.7124)  0.058
C (-1.2563, 6.2248, -1.8525)  -1.050
C (-0.0916, 6.4179, -2.8433)  -1.064
H (2.7875, 7.2991, -1.2887)  0.540
H (0.6070, 7.4577, -0.3652)  0.304
H (3.1831, 5.9297, -0.3243)  0.411
H (0.4329, 7.3588, -2.6336)  0.326
H (1.0185, 4.7265, -3.8055)  0.771
H (2.9931, 4.9683, -2.5687)  0.617
H (-0.4866, 6.4426, -3.8711)  0.423
H (-2.0940, 5.7952, -2.4346)  0.273
H (-1.8128, 4.9229, -0.1793)  0.256
H (-1.6413, 7.1913, -1.4626)  0.523
H (1.5321, 6.8109, 0.9998)  0.418
H (0.0373, 5.0605, 1.1633)  0.749
P (0.1982, 1.7242, -2.1544)  -0.003
P (-1.9650, 1.8861, -0.3062)  1.175
C (-1.2040, 2.6705, -2.9071)  -0.191
C (-2.4265, 2.5556, -1.9711)  -1.203
H (-1.3945, 2.2908, -3.9188)  0.718
H (-0.8502, 3.7174, -2.9941)  -0.168
H (-2.9213, 3.5243, -1.8415)  0.402
H (-3.1588, 1.8523, -2.3964)  0.618
C (-3.1212, 0.5367, -0.1418)  -1.079
H (-2.7648, -0.1369, 0.6380)  -0.072
H (-3.1748, -0.0062, -1.0855)  0.383
H (-4.0611, 1.0136, 0.1358)  0.504
C (-2.5362, 2.9781, 1.0597)  -1.682
H (-3.4029, 3.5778, 0.7415)  0.535
H (-1.7507, 3.6618, 1.4338)  0.133
H (-2.8167, 2.3335, 1.9064)  0.474
C (1.5761, 1.8817, -3.3130)  -0.861
H (2.4914, 1.4951, -2.8398)  0.131
H (1.7217, 2.9415, -3.5257)  0.204
H (1.3597, 1.3292, -4.2342)  0.560
C (2.3816, 3.1413, -0.3724)  -0.568
H (2.5969, 3.2838, 0.7154)  0.522
H (3.0576, 3.9006, -0.9324)  0.272
H (2.8146, 2.2361, -0.8238)  -0.126
I (-0.6269, -0.6437, -2.8704)  -0.110

Forces on the atoms, in the same order (eV/Å):
Ru -1.3 -5.3 1.1
C 0.2 -0.3 0.5
C 0.1 -0.1 0.0
C 0.1 -0.3 -0.3
C -0.4 0.0 0.0
C 0.4 0.0 0.3
C 0.4 0.3 0.0
H 0.2 -0.4 0.0
H 0.1 -0.1 0.3
H -0.5 0.2 -0.2
C 0.2 -0.2 -0.1
H 0.1 -0.1 0.0
H 0.0 0.1 0.3
H 0.1 0.0 -0.2
C -0.4 0.0 0.1
H -0.1 0.0 0.0
H 0.2 0.2 0.1
H 0.1 -0.1 0.0
C -0.1 0.1 0.0
H 0.0 0.2 -0.3
H 0.0 -0.1 0.0
H 0.0 0.0 0.2
C 0.1 0.2 0.2
H -0.4 -0.1 -0.6
H 0.3 -0.2 -0.1
H -0.3 -0.2 0.2
C 0.3 1.1 0.0
C 0.5 1.1 -2.1
C 0.3 0.5 0.8
C 0.8 1.2 0.6
C -3.3 0.3 -0.9
C 0.0 1.7 1.5
C -0.2 -0.5 -0.4
C -0.1 0.7 -0.7
H -0.1 0.2 -0.2
H 0.0 0.0 0.1
H 0.0 -0.1 -0.2
H -0.2 -0.1 -0.3
H 0.0 0.4 0.4
H 0.3 -0.1 0.4
H 0.0 0.5 0.4
H 0.2 0.1 0.5
H 0.8 -0.4 -0.7
H 0.4 -0.4 -0.2
H 0.2 0.4 -0.3
H 0.6 -0.2 0.0
P -0.4 -0.6 0.0
P 1.1 0.1 0.3
C 0.2 -0.1 -0.1
C -0.4 0.2 0.0
H -0.1 0.2 0.2
H -0.3 -0.4 0.0
H 0.0 -0.1 -0.2
H 0.2 0.3 0.1
C -0.3 -0.2 0.1
H -0.3 0.0 -0.1
H -0.2 0.0 0.2
H -0.4 -0.6 -0.1
C -0.1 0.5 0.1
H 0.1 -0.2 0.3
H -0.4 -0.4 -0.3
H -0.1 0.2 -0.3
C 0.2 -0.4 -0.6
H -0.3 0.1 -0.3
H 0.2 -0.1 -0.2
H 0.3 0.3 0.0
C 2.9 1.1 -0.8
H -0.4 -0.2 -1.0
H -0.4 -1.0 1.2
H -0.9 0.1 0.6
I 0.3 1.1 0.4

Properties
⟨S²⟩ = 6.051
multiplicity = 5
ΔE to the lowest compared entry with this formula, charge and spin = 0.060 eV
orbital gap (spin up / spin down) = 6.399 / 4.911 eV
total charge = +2

---

[3]
Computed, not measured: a molecular structure, C24H43N2OP3V in a non-equilibrium geometry, with ωB97M-V/def2-TZVPD.

Each line ends with the Mulliken charge.
Element x y z (Å)
V (0.7795, 1.5979, 0.1965)  -0.425
P (1.8727, -0.1229, 1.2514)  1.440
P (2.3962, 3.1929, 0.3839)  1.356
P (-1.6817, -3.5457, -0.6188)  0.777
H (1.6821, 2.1897, -2.4980)  0.703
C (0.9474, 1.6257, -1.9135)  -0.498
C (-0.3126, 2.2366, -1.5268)  -0.303
H (-0.4198, 3.3182, -1.3547)  0.271
C (2.8520, -1.3075, 0.2829)  -0.976
C (2.9964, 0.3791, 2.6067)  -1.248
C (0.6243, -1.1257, 2.1508)  -1.162
C (1.8399, 4.7129, -0.4850)  -1.325
C (3.0375, 3.8859, 1.9548)  -1.269
C (3.9436, 2.7593, -0.5332)  -1.171
C (-2.5642, -4.9133, -1.4541)  -1.257
C (-2.0096, -3.7451, 1.1685)  -1.121
C (0.0924, -3.8708, -0.9291)  -0.625
H (0.9862, 0.5510, -2.1334)  -0.125
H (-1.2515, 1.7039, -1.7352)  0.432
H (3.4252, -1.9640, 0.9484)  0.486
H (3.5437, -0.7528, -0.3610)  0.391
H (2.2039, -1.9121, -0.3583)  0.182
H (3.4239, -0.5090, 3.0869)  0.503
H (2.4472, 0.9560, 3.3596)  0.363
H (3.8133, 1.0042, 2.2312)  0.427
H (1.0366, -2.1062, 2.4234)  0.521
H (-0.2659, -1.2835, 1.5281)  0.077
H (0.3044, -0.6019, 3.0624)  0.446
H (2.2639, 5.5780, 0.0395)  0.465
H (0.7494, 4.8032, -0.4898)  0.388
H (2.1875, 4.7196, -1.5235)  0.396
H (3.4069, 4.9029, 1.7572)  0.520
H (3.8615, 3.2734, 2.3435)  0.429
H (2.2327, 3.9269, 2.7012)  0.360
H (4.6137, 3.6318, -0.5251)  0.474
H (3.6953, 2.4857, -1.5694)  0.411
H (4.4422, 1.9106, -0.0425)  0.378
H (-2.8723, -5.6757, -0.7214)  0.427
H (-1.9364, -5.3609, -2.2422)  0.368
H (-3.4570, -4.4666, -1.9268)  0.388
H (-2.6805, -4.6012, 1.3390)  0.454
H (-2.5220, -2.8154, 1.4787)  0.251
H (-1.0818, -3.8516, 1.7512)  0.321
H (0.2322, -4.2212, -1.9664)  0.455
H (0.4753, -4.6213, -0.2209)  0.489
H (0.6439, -2.9235, -0.8044)  -0.548
C (-2.1915, -1.3616, -3.4068)  0.100
C (-0.8057, -1.5702, -3.5215)  0.654
C (-0.2584, -1.9983, -4.7332)  -0.929
C (-1.0896, -2.1998, -5.8348)  -0.448
C (-2.4570, -1.9246, -5.7354)  -0.479
C (-3.0077, -1.4556, -4.5492)  -0.378
O (-2.7426, -1.0843, -2.1678)  -0.402
H (-2.4887, -1.8119, -1.5430)  -0.150
H (-0.1752, -1.4507, -2.6369)  0.664
H (0.8130, -2.2075, -4.7966)  0.484
H (-0.6661, -2.5907, -6.7612)  0.471
H (-3.0990, -2.0637, -6.6033)  0.457
H (-4.0583, -1.1996, -4.4806)  0.507
N (-3.1092, 0.9070, 1.7121)  0.063
C (-2.1725, 0.9101, 0.7241)  -0.557
N (-1.0943, 1.5661, 1.1256)  -0.041
C (-1.3198, 2.0363, 2.4341)  0.155
C (-0.3453, 2.4310, 3.3538)  0.278
C (-0.6589, 2.2531, 4.7113)  -0.725
C (-1.9210, 1.7818, 5.1088)  -0.635
C (-2.9059, 1.4287, 4.1727)  -0.801
C (-2.5782, 1.5693, 2.8302)  0.519
H (-4.0237, 0.4660, 1.6497)  0.286
H (-2.3043, 0.4327, -0.2455)  0.393
H (0.5952, 2.8451, 2.9782)  -0.169
H (0.0858, 2.4914, 5.4750)  0.470
H (-2.1249, 1.6922, 6.1774)  0.449
H (-3.8941, 1.0604, 4.4502)  0.470

Forces on the atoms, in the same order (eV/Å):
V -3.2 1.3 0.5
P 1.0 -3.3 1.7
P 2.8 3.1 -0.6
P -0.4 0.2 -0.5
H 0.1 0.0 0.7
C -1.8 1.1 0.1
C 1.3 -1.9 -1.5
H 0.2 -0.4 -0.1
C 0.0 0.3 -0.6
C 0.0 0.9 -0.1
C -0.5 0.1 -0.1
C -0.5 0.0 -0.2
C -0.4 -0.6 0.7
C -0.4 -0.7 0.0
C -0.2 0.1 -0.1
C -0.1 0.4 0.2
C 0.2 -0.1 0.2
H -0.3 0.2 -0.1
H 0.4 0.2 0.5
H -0.2 0.2 0.0
H 0.0 -0.2 0.1
H 0.2 0.1 0.2
H -0.2 0.0 -0.2
H 0.1 -0.1 -0.1
H 0.0 -0.2 0.1
H 0.1 0.3 -0.1
H 0.2 -0.1 0.1
H 0.1 -0.1 -0.2
H -0.1 -0.2 -0.2
H 0.2 0.2 0.1
H 0.0 -0.1 0.2
H -0.1 -0.3 -0.1
H -0.3 0.2 -0.1
H 0.4 0.2 -0.1
H -0.3 -0.1 0.1
H 0.2 0.1 0.4
H 0.0 0.3 -0.2
H 0.1 0.2 -0.4
H -0.3 0.1 0.4
H 0.3 -0.5 0.2
H 0.3 0.3 0.1
H 0.2 -0.6 0.2
H -0.4 -0.1 -0.1
H 0.0 0.1 0.5
H 0.1 0.2 -0.4
H -0.1 -0.5 0.0
C -0.6 0.6 2.5
C 1.5 -0.7 -0.8
C 0.5 0.6 2.4
C -0.3 -0.4 -0.8
C -1.1 0.5 0.3
C -0.4 -0.3 -1.4
O 0.2 0.6 -3.6
H 1.0 -1.1 1.1
H -0.2 -0.1 -0.3
H -0.4 0.1 -0.1
H -0.2 0.2 0.2
H 0.1 0.0 0.2
H 0.0 -0.1 0.0
N 1.0 0.1 -1.1
C -1.9 0.0 1.1
N 2.0 0.8 -1.0
C 0.0 -1.2 0.2
C -0.4 -0.1 0.4
C 0.5 0.5 -0.7
C -0.6 -0.1 -0.3
C 0.0 0.5 0.6
C 0.7 -0.6 -0.1
H 0.2 0.1 0.0
H -0.1 0.1 0.3
H -0.2 -0.2 0.4
H -0.3 0.0 -0.2
H 0.0 0.0 -0.4
H 0.3 0.0 0.2

Properties
⟨S²⟩ = 0.767
multiplicity = 2
orbital gap (spin up / spin down) = 4.099 / 3.993 eV
total charge = +4